{"formula": "C2H3FLiO2", "method": "ωB97M-V/def2-TZVPD", "de_lowest_ev": 0.000, "e_homo_ev": -16.12, "gap_ev": 9.8, "multiplicity": 1, "charge": 1, "lumo_energy_ev": -6.31, "e_tot_ha": -335.6425, "species": ["F", "H", "O", "C", "C", "O", "Li", "H", "H"], "xyz": [[1.56881, 1.51783, 0.27873], [1.41200, 1.35940, -0.70425], [-0.44321, 0.48121, -1.15587], [-0.54274, 0.44733, 0.07302], [-0.25495, -0.90176, 0.76156], [-0.28044, -1.90773, 0.09385], [-0.63737, -1.40746, -1.81589], [-0.92302, 1.29803, 0.66150], [0.10094, -0.88685, 1.80736]], "forces_ev_per_angstrom": [[-0.528, -0.737, -3.208], [0.904, 0.887, 3.216], [-0.422, -0.453, 1.284], [-0.655, 0.084, -1.148], [0.946, 0.193, 0.361], [-0.295, 0.288, -0.221], [0.116, -0.015, 0.018], [0.322, -0.130, -0.157], [-0.388, -0.118, -0.144]]}


{"formula": "CH8NO", "method": "ωB97M-V/def2-TZVPD", "de_lowest_ev": 0.444, "e_homo_ev": -15.37, "gap_ev": 11.5, "multiplicity": 1, "charge": 1, "lumo_energy_ev": -3.91, "e_tot_ha": -172.6336, "species": ["N", "H", "H", "H", "H", "C", "O", "H", "H", "H", "H"], "xyz": [[-0.60290, 1.53869, 0.89766], [-1.51621, 1.52344, 0.44607], [0.07584, 0.96665, 0.32795], [-0.71745, 1.18894, 1.85444], [-0.25756, 2.49971, 0.94025], [0.22552, -1.46599, -0.92661], [0.87610, -0.39711, -0.20443], [0.83512, -1.77590, -1.76378], [-0.76239, -1.11394, -1.23347], [0.04547, -2.32268, -0.26372], [1.79847, -0.64181, -0.07437]], "forces_ev_per_angstrom": [[-0.035, 0.497, 0.023], [-0.049, 0.117, -0.060], [0.019, -0.612, 0.344], [0.250, -0.120, -0.264], [-0.180, 0.025, 0.024], [-0.415, -0.276, 0.651], [-0.046, -0.062, -0.127], [-0.079, 0.036, -0.300], [0.313, 0.094, -0.231], [0.224, 0.172, -0.111], [-0.003, 0.128, 0.051]]}